{"formula": "C23H19CuN7O5S3", "method": "ωB97M-V/def2-TZVPD", "gap_ev": [5.618, 5.600], "homo_ev": [-1.7803, -1.7625], "e_tot_ev": -121973.6969, "mol_weight_da": 633.196, "total_charge": -2, "e_above_lowest_kcal_mol": 1.4, "multiplicity": 2, "elements": ["Cu", "N", "C", "S", "N", "N", "C", "C", "C", "C", "C", "C", "N", "H", "H", "H", "H", "H", "H", "H", "C", "O", "C", "C", "C", "C", "C", "C", "N", "N", "C", "C", "C", "C", "O", "C", "N", "C", "C", "C", "C", "H", "H", "H", "H", "H", "H", "H", "H", "H", "H", "H", "H", "O", "S", "O", "O", "S"], "coordinates": [[3.273, 0.810, 0.197], [2.993, 1.583, 4.693], [3.162, 1.665, 3.310], [4.525, 0.908, 2.645], [2.254, 2.433, 2.746], [2.220, 2.465, 1.396], [1.756, 3.546, 0.884], [1.510, 3.656, -0.552], [1.547, 4.910, -1.170], [1.379, 4.987, -2.537], [1.170, 3.816, -3.250], [1.120, 2.623, -2.542], [1.266, 2.536, -1.232], [3.460, 0.784, 5.089], [2.033, 1.713, 4.978], [1.558, 4.406, 1.521], [1.744, 5.793, -0.576], [1.429, 5.943, -3.045], [1.057, 3.819, -4.326], [0.955, 1.684, -3.058], [-6.122, -0.406, 2.841], [-6.061, -1.805, 2.700], [-5.191, -2.294, 1.749], [-4.574, -1.506, 0.783], [-3.703, -2.081, -0.126], [-3.434, -3.446, -0.094], [-4.097, -4.232, 0.846], [-4.955, -3.663, 1.770], [-2.678, -4.096, -1.109], [-1.528, -3.708, -1.438], [-0.754, -2.814, -0.720], [-0.739, -2.681, 0.672], [0.145, -1.857, 1.332], [1.096, -1.068, 0.630], [1.963, -0.371, 1.211], [1.049, -1.150, -0.824], [1.889, -0.329, -1.473], [2.035, -0.464, -2.768], [1.302, -1.410, -3.507], [0.373, -2.190, -2.873], [0.215, -2.075, -1.474], [-6.730, -0.214, 3.724], [-6.594, 0.067, 1.973], [-5.127, 0.024, 2.983], [-4.750, -0.441, 0.732], [-3.205, -1.456, -0.855], [-3.919, -5.299, 0.848], [-5.453, -4.268, 2.516], [-1.414, -3.288, 1.264], [0.172, -1.820, 2.413], [2.763, 0.190, -3.236], [1.475, -1.501, -4.572], [-0.229, -2.909, -3.410], [4.684, -0.288, -0.843], [5.368, 0.795, -1.634], [4.909, 0.800, -3.020], [6.811, 0.734, -1.503], [4.597, 2.438, -0.682]]}

---

{"formula": "C23H19F10N6Se3V", "method": "ωB97M-V/def2-TZVPD", "gap_ev": [5.505, 7.121], "homo_ev": [-9.1899, -10.6533], "e_tot_ev": -281994.1693, "mol_weight_da": 857.251, "total_charge": 1, "multiplicity": 4, "elements": ["V", "N", "C", "C", "C", "N", "C", "C", "N", "C", "H", "H", "H", "H", "H", "H", "H", "H", "H", "H", "H", "H", "H", "H", "H", "H", "F", "C", "C", "F", "C", "F", "C", "Se", "C", "F", "C", "F", "Se", "N", "C", "C", "C", "C", "N", "C", "N", "H", "H", "H", "F", "C", "C", "F", "C", "F", "C", "Se", "C", "F", "C", "F"], "coordinates": [[0.132, 0.520, 0.116], [2.040, -3.496, 0.842], [2.142, -2.062, 1.252], [2.066, -1.885, 2.759], [1.988, -0.378, 3.048], [0.751, 0.156, 2.489], [3.194, 0.354, 2.455], [3.440, 0.047, 0.973], [2.438, 0.693, 0.120], [3.439, -1.468, 0.726], [1.213, -3.935, 1.263], [2.880, -4.022, 1.109], [1.925, -3.527, -0.183], [1.299, -1.528, 0.789], [2.947, -2.304, 3.251], [1.180, -2.373, 3.166], [2.013, -0.237, 4.140], [0.651, 1.129, 2.785], [-0.047, -0.336, 2.898], [4.086, 0.071, 3.016], [3.046, 1.429, 2.576], [4.440, 0.435, 0.718], [2.651, 0.472, -0.854], [2.541, 1.707, 0.208], [4.300, -1.903, 1.239], [3.534, -1.659, -0.346], [-4.278, -5.591, -0.680], [-3.745, -4.418, -0.354], [-4.562, -3.359, 0.061], [-5.876, -3.535, 0.146], [-4.001, -2.133, 0.386], [-4.777, -1.126, 0.775], [-2.619, -1.919, 0.355], [-1.931, -0.273, 0.965], [-1.842, -3.002, -0.028], [-0.482, -2.869, 0.017], [-2.368, -4.230, -0.396], [-1.530, -5.215, -0.758], [1.592, -2.577, -2.681], [1.235, -1.619, -4.109], [0.683, -0.468, -3.742], [0.276, 0.578, -4.576], [-0.199, 1.725, -3.964], [-0.279, 1.819, -2.581], [0.066, 0.827, -1.752], [0.544, -0.293, -2.317], [0.990, -1.290, -1.561], [0.351, 0.481, -5.645], [-0.507, 2.568, -4.563], [-0.621, 2.739, -2.125], [-4.276, 6.454, -0.873], [-3.290, 5.640, -0.509], [-2.131, 6.176, 0.057], [-2.016, 7.494, 0.208], [-1.103, 5.330, 0.445], [0.015, 5.816, 0.989], [-1.193, 3.950, 0.267], [0.230, 2.859, 0.835], [-2.346, 3.445, -0.325], [-2.409, 2.116, -0.569], [-3.399, 4.265, -0.700], [-4.490, 3.737, -1.253]]}

---

{"formula": "C23H19F25O6", "method": "ωB97M-V/def2-TZVPD", "gap_ev": 9.117, "homo_ev": -10.4266, "e_tot_ev": -104381.5044, "mol_weight_da": 866.349, "multiplicity": 1, "elements": ["C", "C", "O", "C", "C", "C", "C", "C", "C", "F", "F", "C", "F", "F", "C", "F", "F", "C", "F", "F", "F", "C", "O", "O", "C", "O", "H", "H", "H", "H", "H", "H", "H", "H", "H", "H", "H", "C", "C", "C", "F", "F", "F", "F", "O", "C", "C", "F", "F", "F", "F", "H", "H", "H", "H", "C", "C", "C", "F", "F", "F", "F", "O", "C", "C", "F", "F", "F", "F", "H", "H", "H", "H"], "coordinates": [[-2.890, -0.163, 2.458], [-2.254, 0.447, 3.697], [-1.380, 1.522, 3.376], [-0.010, 1.273, 3.609], [0.746, 1.926, 2.516], [1.569, 2.959, 2.498], [2.028, 3.777, 3.640], [1.892, 5.273, 3.371], [2.693, 6.105, 4.365], [1.927, 7.108, 4.849], [3.086, 5.371, 5.429], [3.934, 6.740, 3.726], [3.504, 7.601, 2.792], [4.622, 5.771, 3.090], [4.888, 7.493, 4.714], [4.351, 7.626, 5.929], [5.112, 8.724, 4.224], [6.284, 6.839, 4.859], [6.181, 5.580, 5.291], [6.964, 7.550, 5.778], [6.953, 6.886, 3.709], [1.996, 3.137, 1.065], [2.699, 3.993, 0.583], [1.428, 2.130, 0.327], [0.602, 1.381, 1.137], [-0.073, 0.456, 0.752], [-2.525, -1.164, 2.274], [-3.963, -0.216, 2.574], [-2.696, 0.450, 1.592], [-1.774, -0.307, 4.309], [-3.047, 0.867, 4.303], [0.222, 0.214, 3.667], [0.279, 1.720, 4.558], [1.441, 3.526, 4.507], [3.071, 3.544, 3.803], [2.181, 5.539, 2.366], [0.870, 5.602, 3.490], [1.039, -4.067, -1.236], [-0.097, -3.212, -1.834], [-0.882, -2.269, -0.916], [-1.536, -2.920, 0.063], [-1.810, -1.621, -1.659], [-0.945, -4.011, -2.525], [0.502, -2.395, -2.745], [0.819, -5.441, -0.914], [0.345, -5.893, 0.301], [-0.994, -6.631, 0.168], [-1.933, -5.863, -0.409], [-1.426, -6.976, 1.403], [0.309, -4.921, 1.231], [1.229, -6.813, 0.740], [1.765, -4.131, -2.045], [1.547, -3.543, -0.426], [-0.219, -1.525, -0.470], [-0.862, -7.533, -0.433], [-2.494, -3.610, -5.166], [-2.396, -4.675, -6.278], [-1.706, -4.318, -7.600], [-2.320, -3.323, -8.261], [-1.723, -5.409, -8.403], [-3.617, -5.199, -6.516], [-1.632, -5.677, -5.753], [-3.712, -2.884, -4.987], [-4.030, -1.719, -5.652], [-5.284, -1.865, -6.524], [-5.157, -2.856, -7.422], [-5.488, -0.708, -7.195], [-2.986, -1.215, -6.335], [-4.348, -0.809, -4.707], [-2.425, -4.183, -4.247], [-1.628, -2.948, -5.162], [-0.664, -4.040, -7.421], [-6.151, -2.073, -5.893]]}

---

{"formula": "C23H19F5I2N4O", "method": "ωB97M-V/def2-TZVPD", "gap_ev": 7.414, "homo_ev": -8.6711, "e_tot_ev": -61943.9205, "mol_weight_da": 716.230, "e_above_lowest_kcal_mol": 281.2, "multiplicity": 1, "elements": ["C", "C", "I", "C", "I", "C", "C", "C", "N", "C", "C", "F", "F", "C", "C", "C", "C", "C", "C", "F", "F", "F", "C", "C", "N", "C", "C", "C", "O", "C", "N", "C", "C", "C", "N", "H", "H", "H", "H", "H", "H", "H", "H", "H", "H", "H", "H", "H", "H", "H", "H", "H", "H", "H"], "coordinates": [[4.675, -4.599, -0.105], [3.927, -3.177, -0.277], [4.839, -1.703, -1.588], [2.715, -2.928, 0.410], [1.757, -4.388, 1.758], [1.907, -1.556, 0.238], [0.771, -1.355, -0.860], [0.490, -2.627, -1.787], [1.170, -2.441, -3.117], [-0.030, -0.025, -1.027], [-1.145, 0.253, -2.114], [-1.320, -0.728, -3.127], [-0.968, 1.506, -2.831], [-2.593, 0.402, -1.395], [-3.857, 0.676, -2.291], [-5.282, 0.777, -1.631], [-5.509, 0.605, -0.103], [-4.258, 0.355, 0.788], [-4.386, 0.166, 2.361], [-4.200, 1.470, 2.964], [-3.424, -0.691, 2.942], [-5.729, -0.195, 2.647], [-2.836, 0.252, 0.124], [0.326, 1.133, 0.010], [-0.457, 2.335, -0.120], [-0.118, 3.345, 0.814], [-0.937, 4.738, 0.755], [-1.285, 4.986, -0.815], [-0.376, 5.029, -1.697], [1.028, 3.150, 1.845], [1.846, 2.000, 2.047], [1.424, 1.005, 1.093], [2.201, -0.382, 1.195], [3.321, -0.609, 2.326], [4.681, -0.901, 1.781], [4.545, -5.041, 0.939], [4.124, -5.323, -0.825], [5.766, -4.570, -0.467], [0.832, -3.625, -1.353], [-0.663, -2.704, -1.887], [1.792, -1.614, -3.077], [0.475, -2.285, -3.860], [-3.754, 0.776, -3.424], [-6.213, 0.943, -2.285], [-6.525, 0.638, 0.419], [-1.976, 0.032, 0.855], [-1.946, 4.579, 1.299], [-0.361, 5.613, 1.211], [-2.377, 5.090, -1.146], [1.248, 4.050, 2.536], [3.404, 0.268, 3.067], [2.950, -1.508, 2.956], [5.288, -1.106, 2.588], [5.020, -0.089, 1.241]]}